The following is a DFT calculation (ωB97M-V/def2-TZVPD) of C20H21N6O4STi as an isolated structure.

## Properties
E_tot: -2652.15576 hartree
orbital gap (spin up / spin down): 5.411 / 5.418 eV
E_LUMO (spin up / spin down): 2.62 / 2.61 eV
largest force on an atom: 0.006 Eh/bohr
HOMO level (spin up / spin down): -2.79 / -2.80 eV
multiplicity: 1
molecular weight: 489.4 g mol⁻¹
charge: -1

XYZ file:
```
53
C20H21N6O4STi (ωB97M-V/def2-TZVPD)
Ti 0.82679 0.05094 -0.55408
C 0.08379 -2.46566 4.56556
C -0.16076 -3.54675 3.51673
N 0.67015 -3.39799 2.34106
C 0.49058 -2.35483 1.46912
S 1.76183 -2.02694 0.32749
N -0.59393 -1.66507 1.54094
N -0.62189 -0.61242 0.64645
C -1.80740 0.08801 0.69813
C -2.83566 -0.22452 1.73727
C -1.91841 1.05175 -0.27313
C -3.04105 1.91055 -0.52887
C -3.05041 2.72394 -1.60935
C -1.92526 2.74381 -2.49604
C -0.85272 1.97173 -2.18876
N -0.80171 1.14501 -1.10843
H -0.61652 -2.57064 5.39825
H -0.03908 -1.47918 4.11948
H 1.10016 -2.53334 4.95882
H -1.20513 -3.52542 3.19997
H 0.03678 -4.53737 3.93344
H 1.55897 -3.86040 2.30122
H -2.40285 -0.15310 2.73743
H -3.21404 -1.24401 1.63460
H -3.67490 0.46663 1.67045
H -3.88511 1.88623 0.14689
H -3.90328 3.36417 -1.80121
H -1.89773 3.39072 -3.36105
H 0.04978 2.00697 -2.78836
O 3.85336 -0.45762 -3.33762
C 2.81710 -0.41233 -2.69881
O 2.61748 0.11263 -1.54482
C 1.55719 -1.02786 -3.29672
C 1.53078 -1.65540 -4.53047
C 0.32733 -2.17507 -4.97390
C -0.80513 -2.04478 -4.17930
C -0.69243 -1.39793 -2.96249
N 0.47086 -0.90814 -2.53892
H 2.44842 -1.71571 -5.09782
H 0.26599 -2.67632 -5.93199
H -1.76258 -2.43483 -4.49534
H -1.53590 -1.25365 -2.29784
O 1.76025 3.00907 -0.98073
C 1.78951 2.76555 0.21225
C 2.17743 3.76856 1.29301
C 1.98335 2.99470 2.58850
C 1.51070 1.60975 2.13676
O 1.23827 0.70915 2.90195
N 1.45390 1.56032 0.76442
H 1.53902 4.64695 1.19856
H 3.20490 4.08767 1.11682
H 1.22450 3.41846 3.24640
H 2.89474 2.87398 3.17408
```